[1]
The following is a DFT calculation (the ωB97M-V functional and the def2-TZVPD basis) of a 10-piece molecular cluster, C28H82N6O10 overall at a distorted geometry.

## Properties
ΔE to the lowest compared entry with this formula, charge and spin: 571.7 kJ/mol
Kohn-Sham gap: 0.331 hartree
DFT total energy: -59771.635 eV
max |F|: 3.85 eV/Å
M: 663.0 g mol⁻¹
SMILES: COC[C@H](C)N.COC[C@H](C)N.COC[C@H](C)N.COC[C@H](C)N.COC[C@H](C)N.COC[C@H](C)N.CO.CO.CO.CO
lowest unoccupied orbital energy: 0.4 eV

Last column: Löwdin charge in e.
Element x y z (Å)
C -7.21 0.23 5.64  -0.08
O -5.97 1.01 5.71  -0.20
C -4.81 0.35 5.21  -0.19
C -4.92 0.42 3.68  -0.41
C -3.71 -0.29 2.99  -0.07
N -4.97 1.78 3.11  0.06
H -8.14 0.76 5.85  0.08
H -7.07 -0.67 6.25  0.08
H -7.49 -0.16 4.66  0.07
H -3.95 0.79 5.72  0.13
H -4.73 -0.71 5.46  0.11
H -5.81 -0.13 3.38  0.12
H -3.63 -1.35 3.22  0.07
H -2.78 0.22 3.24  0.06
H -3.82 -0.23 1.91  0.06
H -5.68 2.24 3.66  0.06
H -4.17 2.32 3.40  0.00
C 4.07 -2.75 3.29  -0.08
O 4.82 -1.70 3.92  -0.22
C 5.46 -0.87 2.94  -0.18
C 6.67 -0.12 3.69  -0.41
C 6.24 0.95 4.66  -0.07
N 7.33 0.58 2.61  0.01
H 3.68 -3.45 4.02  0.09
H 4.75 -3.19 2.55  0.06
H 3.38 -2.14 2.70  0.08
H 5.88 -1.55 2.19  0.10
H 4.72 -0.26 2.42  0.11
H 7.37 -0.87 4.06  0.14
H 5.65 1.74 4.19  0.08
H 7.12 1.46 5.06  0.07
H 5.89 0.37 5.51  0.08
H 6.85 1.33 2.14  0.07
H 7.60 -0.01 1.83  0.04
C 3.41 -0.61 -1.32  -0.08
O 2.06 -0.13 -1.57  -0.21
C 1.14 -0.25 -0.38  -0.13
C -0.30 0.23 -0.52  -0.42
C -1.01 0.40 0.87  -0.05
N -1.10 -0.69 -1.28  0.08
H 3.82 -0.14 -0.42  0.08
H 3.91 -0.29 -2.24  0.09
H 3.41 -1.69 -1.15  0.06
H 1.06 -1.29 -0.08  0.12
H 1.53 0.34 0.46  0.12
H -0.27 1.22 -0.97  0.11
H -0.86 -0.51 1.45  0.06
H -2.05 0.72 0.82  0.06
H -0.63 1.23 1.46  0.07
H -0.59 -0.80 -2.14  0.06
H -1.96 -0.21 -1.51  0.05
C 6.65 -5.08 0.80  -0.07
O 5.72 -4.09 0.25  -0.24
C 4.46 -4.59 -0.29  -0.17
C 4.50 -5.71 -1.40  -0.42
C 5.37 -5.36 -2.65  -0.05
N 3.18 -6.21 -1.80  0.04
H 7.57 -4.54 1.02  0.09
H 6.99 -5.79 0.04  0.07
H 6.25 -5.61 1.66  0.09
H 3.88 -4.95 0.56  0.11
H 3.71 -3.83 -0.54  0.10
H 5.04 -6.53 -0.92  0.11
H 6.41 -5.30 -2.31  0.06
H 4.91 -4.41 -2.91  0.07
H 5.37 -6.03 -3.50  0.07
H 2.62 -6.51 -1.02  0.07
H 2.63 -5.49 -2.26  0.07
C -1.85 3.50 -1.40  -0.16
O -2.10 4.84 -1.66  -0.21
C -0.92 5.70 -1.43  -0.13
C -1.10 7.08 -2.15  -0.38
C 0.27 7.81 -2.47  -0.07
N -1.96 8.03 -1.40  0.03
H -1.52 3.08 -2.35  0.08
H -2.79 3.03 -1.12  0.09
H -1.10 3.27 -0.65  0.07
H -0.94 5.85 -0.35  0.12
H -0.12 5.06 -1.80  0.12
H -1.49 6.80 -3.13  0.12
H 0.74 8.24 -1.59  0.07
H 0.07 8.61 -3.19  0.06
H 1.01 7.26 -3.05  0.07
H -1.97 8.96 -1.80  0.06
H -2.95 7.85 -1.47  0.06
C -4.16 -0.19 -2.84  -0.12
O -5.43 -0.78 -2.99  -0.17
C -6.42 0.20 -3.11  -0.22
C -7.47 -0.49 -3.94  -0.46
C -7.23 -0.59 -5.46  -0.05
N -8.72 0.18 -3.91  0.01
H -3.74 -1.00 -2.26  0.08
H -3.97 0.61 -2.13  0.08
H -3.64 -0.22 -3.80  0.10
H -6.67 0.42 -2.07  0.13
H -6.22 1.14 -3.61  0.13
H -7.83 -1.41 -3.49  0.14
H -6.35 -1.22 -5.60  0.07
H -7.01 0.32 -6.02  0.08
H -8.07 -1.04 -6.00  0.08
H -8.63 1.05 -4.42  0.07
H -8.80 0.49 -2.95  0.07
C 7.61 -1.39 -1.41  -0.17
O 8.51 -0.87 -0.47  -0.11
H 7.11 -2.24 -0.94  0.06
H 6.77 -0.79 -1.75  0.07
H 8.09 -1.71 -2.34  0.08
H 9.37 -1.27 -0.59  0.08
C 0.38 0.13 -4.45  -0.16
O -0.60 -0.89 -4.29  -0.12
H 0.48 0.52 -5.47  0.07
H 0.05 0.95 -3.82  0.08
H 1.43 -0.15 -4.37  0.07
H -0.47 -1.56 -4.96  0.09
C -1.44 -3.38 0.84  -0.17
O -0.92 -3.52 -0.47  -0.13
H -1.05 -4.19 1.46  0.08
H -1.16 -2.44 1.31  0.04
H -2.52 -3.45 0.91  0.07
H -1.18 -2.67 -0.84  0.01
C -2.56 3.61 3.32  -0.20
O -3.70 4.04 3.97  -0.11
H -2.25 2.58 3.50  0.07
H -2.65 3.63 2.23  0.08
H -1.71 4.22 3.63  0.09
H -3.95 4.85 3.51  0.10

***

[2]
The following is a DFT calculation (the ωB97M-V functional and the def2-TZVPD basis) of one molecule with the formula C15H23N3O4S.

## Properties
ΔE to the lowest compared entry with this formula, charge and spin: 229.3 kJ/mol
Kohn-Sham gap: 0.342 hartree
DFT total energy: -39423.588 eV
max |F|: 0.76 eV/Å
M: 341.4 g mol⁻¹
SMILES: CCN1CCC[C@H]1CNC(=O)c1cc(S(N)(=O)=O)ccc1OC
lowest unoccupied orbital energy: 0.7 eV

Last column: natural (NBO) charge in e.
Element x y z (Å)
C -2.40 -3.03 -0.24  -0.64
C -1.55 -2.01 0.53  -0.20
N -2.11 -0.67 0.67  -0.48
C -3.35 -0.58 1.42  -0.22
C -4.49 -0.49 0.39  -0.43
C -3.83 0.09 -0.86  -0.43
C -2.31 0.09 -0.55  -0.05
C -1.80 1.52 -0.32  -0.23
N -0.43 1.47 0.13  -0.61
C 0.60 1.95 -0.58  0.68
O 0.48 2.69 -1.54  -0.63
C 1.93 1.42 -0.11  -0.24
C 2.05 0.03 -0.21  -0.15
C 3.22 -0.61 0.11  -0.38
S 3.29 -2.38 -0.07  2.31
N 4.08 -2.53 -1.55  -1.08
O 1.95 -2.88 -0.22  -0.95
O 4.14 -2.94 0.93  -0.94
C 4.32 0.10 0.55  -0.15
C 4.23 1.47 0.65  -0.27
C 3.04 2.15 0.33  0.44
O 3.11 3.48 0.54  -0.50
C 1.99 4.32 0.35  -0.26
H -2.64 -2.66 -1.23  0.20
H -1.84 -3.95 -0.34  0.22
H -3.33 -3.25 0.29  0.20
H -1.36 -2.38 1.54  0.20
H -0.58 -1.92 0.03  0.20
H -3.32 0.34 2.02  0.19
H -3.46 -1.42 2.10  0.21
H -4.90 -1.48 0.19  0.21
H -5.30 0.14 0.75  0.21
H -4.17 1.10 -1.07  0.21
H -4.04 -0.52 -1.74  0.22
H -1.73 -0.35 -1.37  0.21
H -2.41 2.02 0.44  0.19
H -1.82 2.10 -1.24  0.23
H -0.27 0.77 0.85  0.42
H 1.22 -0.56 -0.56  0.24
H 4.91 -3.08 -1.47  0.40
H 3.47 -2.88 -2.27  0.40
H 5.23 -0.42 0.80  0.24
H 5.06 2.06 1.00  0.23
H 1.14 3.99 0.94  0.18
H 1.70 4.36 -0.70  0.22
H 2.31 5.31 0.68  0.20